Formula: C3H2F2N2O
Source: OMol25
Level of theory: ωB97M-V/def2-TZVPD

Geometry as XYZ:
```
10
Properties=species:S:1:pos:R:3:forces:R:3
O 0.139876 2.115892 -0.040001 -0.62 0.63 -0.04
F -1.183827 -0.214574 1.212878 -0.59 -0.15 0.15
F -1.613520 -0.202599 -0.972402 1.06 -0.65 0.93
H 2.546827 0.714642 0.305074 -3.76 -1.48 -1.59
C 0.267556 -1.480814 -0.035649 2.97 -0.38 -1.56
N 1.556146 0.259427 -0.072245 4.19 1.58 1.28
N 1.569451 -1.183234 -0.093852 -4.64 1.49 0.59
C -0.609321 -0.290099 -0.016825 -1.93 1.59 -0.19
C 0.303696 0.947116 -0.079250 2.92 -2.76 0.12
H -0.140473 -2.477787 -0.196331 0.41 0.14 0.31
```
Positions in Å, forces in eV/Å.

E_LUMO = -0.0190 Ha
2S+1 = 1
Relative energy (zero: lowest compared OMol25 entry of this formula, charge and spin) = 0.787 eV
HOMO-LUMO gap = 9.65 eV
E = -499.93736 hartree